[1]
Below is a cluster of 2 separate species, C2H8FN2O in total, with properties calculated with ωB97M-V/def2-TZVPD.

Total charge = +1
HOMO energy (alpha / beta) = -12.204 / -12.163 eV
HOMO-LUMO gap (alpha / beta) = 8.9 / 8.4 eV

Element x y z (Å)
C (-0.860714, -0.396340, 0.445749)
C (1.654026, 0.064949, 0.581732)
N (-1.362409, -1.366873, -0.411749)
N (-0.890383, 0.949663, -0.161964)
O (1.735595, 1.021196, -0.316583)
F (2.024760, -1.134157, 0.047343)
H (-1.323592, -0.481948, 1.401467)
H (1.709655, 0.143530, 1.568575)
H (-1.394315, -2.225087, 0.127520)
H (-1.124702, -1.339260, -1.445449)
H (0.084613, 1.353994, -0.375887)
H (-1.448975, 0.728576, -0.942659)
H (-1.361565, 1.725431, 0.334626)
H (2.558002, 0.956330, -0.852723)

Atoms 1-3, force components in eV/Å:
1.67 0.61 -0.02
-2.11 -3.72 -4.14
0.66 0.91 -0.83


[2]
Below is the ion C2H8IN5 with charge +2, with properties calculated with ωB97M-V/def2-TZVPD.

Total charge = +2
HOMO energy = -17.029 eV
HOMO-LUMO gap = 6.2 eV

Element x y z (Å)
C (-0.001918, -0.149043, -0.097678)
C (-1.209329, -0.383268, -0.985734)
N (0.940313, -1.559009, 0.356926)
N (0.396466, 1.076891, 0.293916)
N (-0.306627, 2.269543, -0.015094)
N (0.604559, -2.682794, 0.077300)
N (1.490443, 1.251598, 1.046347)
I (-3.065231, 0.327883, 0.068804)
H (-1.334655, -1.501901, -1.283871)
H (-1.231145, 0.060630, -2.032185)
H (-1.011477, 2.132062, -0.825545)
H (0.030556, 3.029352, 0.526757)
H (1.160492, -3.416999, 0.519218)
H (-0.006419, -3.161085, -0.556475)
H (1.749014, 0.502968, 1.644022)
H (1.794962, 2.203176, 1.263292)

Atoms 1-3, force components in eV/Å:
-0.15 -1.62 -1.22
-0.45 -1.19 -0.60
-1.49 5.10 0.22


[3]
Below is the molecule C2H8N, with properties calculated with ωB97M-V/def2-TZVPD.

Spin multiplicity = 2
HOMO energy (alpha / beta) = -3.522 / -13.289 eV
Expectation value of S² = 0.7505
HOMO-LUMO gap (alpha / beta) = 4.7 / 14.1 eV

Element x y z (Å)
C (-1.263889, 0.446866, 0.220098)
N (0.123857, 0.295689, -0.359409)
C (1.099798, -0.772079, 0.160895)
H (-2.012249, 0.312501, -0.540877)
H (-1.337921, 1.432332, 0.666296)
H (-1.317981, -0.264905, 1.038838)
H (0.195902, 0.423713, -1.399605)
H (0.638938, 1.178056, -0.064914)
H (1.763280, -0.283239, 0.865181)
H (0.549729, -1.602986, 0.581018)
H (1.663940, -1.054381, -0.721229)

Atoms 1-3, force components in eV/Å:
0.87 -0.50 0.44
1.05 0.99 0.67
-0.89 0.43 -0.87


[4]
Below is a cluster of 2 separate species, C2H8N2 in total, with properties calculated with ωB97M-V/def2-TZVPD.

HOMO energy = -9.071 eV
HOMO-LUMO gap = 9.9 eV

Element x y z (Å)
H (3.478567, 1.259319, 0.011138)
N (3.601567, 0.257059, 0.305819)
N (2.853347, -0.549833, -0.208634)
H (1.912831, -0.287827, -0.701347)
C (-1.236206, -0.802613, 0.174476)
C (-1.718458, 0.624277, -0.037356)
H (-0.607743, -0.875517, 1.078962)
H (-2.099967, -1.483142, 0.286880)
H (-0.639941, -1.161676, -0.655166)
H (-2.278806, 0.985294, 0.835896)
H (-2.401692, 0.714428, -0.887274)
H (-0.863504, 1.320231, -0.203396)

Atoms 1-3, force components in eV/Å:
-0.71 -0.32 0.45
0.81 1.10 -0.96
-2.09 -1.56 0.23


[5]
Below is a cluster of 2 separate species, C2H8N2 in total, with properties calculated with ωB97M-V/def2-TZVPD.

HOMO energy = -9.360 eV
HOMO-LUMO gap = 10.2 eV

Element x y z (Å)
H (2.577743, -1.869274, -3.086323)
N (1.836245, -2.481317, -2.777217)
C (1.227356, -2.109089, -1.745249)
N (0.344988, -2.896490, -1.067959)
H (1.405868, -1.175447, -1.187918)
H (-0.354270, -2.510387, -0.475586)
H (0.259100, -3.815007, -1.448400)
C (-1.427020, 3.385234, 2.384984)
H (-2.446515, 3.772019, 2.418410)
H (-1.502577, 2.339741, 2.086655)
H (-1.018326, 3.976850, 1.564330)
H (-0.902595, 3.383167, 3.334272)

Atoms 1-3, force components in eV/Å:
-0.15 0.31 0.12
0.23 -0.83 -0.66
0.12 1.00 1.33


[6]
Below is a cluster of 2 separate species, C2H8N2 in total, with properties calculated with ωB97M-V/def2-TZVPD.

HOMO energy = -9.715 eV
HOMO-LUMO gap = 10.9 eV

Element x y z (Å)
C (-2.810425, -1.428605, 1.048146)
N (-3.541881, -0.774840, 0.207507)
C (-2.965990, 0.374777, -0.389975)
H (-1.696988, -1.210548, 0.995098)
H (-3.074857, -2.336469, 1.582565)
H (-2.212406, 0.955467, 0.055834)
H (-2.446533, 0.106255, -1.318172)
H (-3.707602, 1.221590, -0.672045)
N (5.487867, 0.778623, -0.160968)
H (5.576521, 1.678834, -0.461698)
H (6.442326, 0.506542, -0.199416)
H (4.949969, 0.128374, -0.686875)

Atoms 1-3, force components in eV/Å:
1.26 1.16 -2.61
0.08 -1.28 2.79
-1.04 1.82 -2.81


[7]
Below is a cluster of 2 separate species, C2H8N2 in total, with properties calculated with ωB97M-V/def2-TZVPD.

HOMO energy = -8.176 eV
HOMO-LUMO gap = 9.2 eV

Element x y z (Å)
C (-0.255832, -1.820371, 0.275520)
C (0.231627, -0.843160, 1.068048)
N (0.930878, 0.302220, 0.695981)
H (-0.480449, -1.629267, -0.764878)
H (-0.489114, -2.752380, 0.761724)
H (0.141469, -1.008911, 2.140683)
H (0.559408, 1.106024, 0.214069)
H (1.519822, 0.534318, 1.477450)
N (-0.682390, 1.786177, -1.621173)
H (-1.540611, 1.852765, -1.100812)
H (-0.535326, 2.486061, -2.320470)
H (-0.627203, 0.861784, -2.003742)

Atoms 1-3, force components in eV/Å:
-0.01 1.35 0.77
-0.49 -1.13 -0.75
0.45 -0.03 0.77


[8]
Below is a cluster of 2 separate species, C2H8N2 in total, with properties calculated with ωB97M-V/def2-TZVPD.

HOMO energy = -9.512 eV
HOMO-LUMO gap = 10.5 eV

Element x y z (Å)
H (0.890790, -4.086292, -3.415523)
N (1.106842, -3.805118, -2.430770)
C (0.078841, -3.134130, -2.129236)
N (-0.318381, -3.001825, -0.819459)
H (-0.845181, -3.223278, -2.767810)
H (-1.037309, -2.356410, -0.797113)
H (0.465715, -3.035486, -0.173217)
C (-0.081079, 4.515465, 2.560591)
H (0.800814, 4.721693, 1.823023)
H (-0.496471, 5.549772, 2.409906)
H (0.196898, 4.202633, 3.612312)
H (-0.761478, 3.652977, 2.127297)

Atoms 1-3, force components in eV/Å:
1.16 0.23 0.83
0.32 0.15 -2.03
-2.31 -3.25 0.45


[9]
Below is a cluster of 2 separate species, C2H8N2 in total, with properties calculated with ωB97M-V/def2-TZVPD.

HOMO energy = -8.523 eV
HOMO-LUMO gap = 9.4 eV

Element x y z (Å)
C (-1.594915, 1.324374, 2.065858)
C (-0.614153, 0.378973, 2.322895)
N (0.752528, 0.272794, 2.031817)
H (-1.373971, 2.339666, 1.661605)
H (-2.684690, 1.100619, 2.197722)
H (-0.928725, -0.525822, 2.978427)
H (1.131257, 1.099867, 1.681382)
H (0.892545, -0.595440, 1.476346)
N (1.370279, -1.544684, -3.994348)
H (0.726274, -1.931601, -4.702674)
H (1.597426, -0.637351, -4.425092)
H (0.726145, -1.281400, -3.293933)

Atoms 1-3, force components in eV/Å:
1.42 -0.78 0.01
-2.93 -0.50 1.15
-1.24 -1.58 0.52


[10]
Below is the molecule C2H8N2, with properties calculated with ωB97M-V/def2-TZVPD.

HOMO energy = -8.655 eV
HOMO-LUMO gap = 9.8 eV

Element x y z (Å)
C (-1.211560, 1.447826, 0.604866)
N (0.077779, 0.437748, 0.647123)
C (0.076949, -0.444885, -0.532778)
N (1.137300, -1.515709, -0.665005)
H (-0.770165, 2.383603, 0.309310)
H (-1.834249, 1.225022, -0.220819)
H (-1.673654, 1.423938, 1.618943)
H (0.836722, 1.068999, 0.744111)
H (-0.022529, 0.197297, -1.435853)
H (-0.956897, -0.902454, -0.648601)
H (1.927084, -1.415786, -0.136302)
H (0.795809, -2.452539, -0.538148)

Atoms 1-3, force components in eV/Å:
3.30 -1.76 1.07
-3.42 0.06 0.36
-0.87 -0.19 -0.94


[11]
Below is a cluster of 2 separate species, C2H8N2 in total, with properties calculated with ωB97M-V/def2-TZVPD.

HOMO energy = -8.939 eV
HOMO-LUMO gap = 9.9 eV

Element x y z (Å)
H (-0.834932, -0.018633, 2.817235)
N (-1.593060, 0.139870, 2.165297)
C (-1.258792, 0.268838, 0.931512)
N (-2.296166, 0.147799, 0.057848)
H (-0.284681, 0.681521, 0.682344)
H (-3.162998, -0.148847, 0.479751)
H (-2.340184, -0.114558, -0.909264)
C (2.334891, -0.156567, -1.291285)
H (1.259847, -0.104381, -1.413243)
H (2.776030, -1.077341, -1.670052)
H (2.538312, -0.358875, -0.231130)
H (2.861731, 0.741176, -1.619013)

Atoms 1-3, force components in eV/Å:
0.33 0.90 -0.16
0.06 -1.12 -0.22
-0.88 0.30 1.94


[12]
Below is a cluster of 2 separate species, C2H8N2 in total, with properties calculated with ωB97M-V/def2-TZVPD.

HOMO energy = -9.062 eV
HOMO-LUMO gap = 10.0 eV

Element x y z (Å)
C (0.028758, 1.870640, 1.936495)
N (-0.458611, 0.957575, 1.222553)
C (-0.780423, 1.264704, -0.146232)
H (0.830412, 2.549482, 1.517097)
H (-0.229733, 2.008945, 2.987770)
H (-0.437347, 0.432101, -0.775958)
H (-0.320583, 2.187841, -0.508259)
H (-1.839770, 1.281832, -0.384113)
N (0.637376, -3.124147, -1.524759)
H (0.687238, -3.837987, -0.823961)
H (1.131551, -3.388753, -2.355754)
H (0.751134, -2.202232, -1.144877)

Atoms 1-3, force components in eV/Å:
1.55 0.46 -0.53
-2.79 0.71 0.84
1.95 -1.23 -1.37